1.
A structure of composition C10H22ClGdO4P2 in a non-equilibrium geometry. Source: the Open Molecules 2025 dataset; level of theory: the ωB97M-V functional and the def2-TZVPD basis.

Results
* LUMO level (spin up / spin down): -10.737 / -10.653 eV
* charge: +2
* multiplicity: 8
* gap between HOMO and LUMO (spin up / spin down): 4.97 / 4.92 eV
* HOMO energy (spin up / spin down): -15.704 / -15.570 eV
* energy: -2603.1353 a.u.

Each line ends with the Mulliken charge.
Atoms and positions in Å:
C: 0.1848 0.0290 -3.2420  -0.855
C: 0.8727 0.2350 -2.0021  0.860
H: 0.9127 -0.1241 -4.0714  0.401
H: -0.4704 0.8944 -3.4357  0.309
H: -0.4800 -0.8501 -3.1598  0.226
O: 1.9754 0.3808 -1.5994  -0.170
Cl: -2.6263 0.0786 -1.4911  -0.377
Gd: -1.0892 -0.0723 0.5198  0.500
P: -0.1180 2.5552 0.0608  0.981
C: 1.3140 3.4852 0.6989  -1.301
C: -0.5541 3.5403 -1.4121  -1.278
H: -0.7119 4.5931 -1.1353  0.466
H: -1.5595 4.2108 1.1079  0.432
H: -1.4687 3.1311 -1.8598  0.337
H: -2.3899 2.6243 1.0339  0.468
H: 2.1996 3.2534 0.0872  0.379
H: 0.2592 3.4672 -2.1452  0.384
C: -1.4292 3.1275 1.2379  -1.378
H: 1.1242 4.5737 0.6710  0.423
H: -1.1261 2.9034 2.2714  0.441
H: 1.5196 3.1776 1.7359  0.407
P: 0.0427 -2.5900 -0.1302  1.082
C: 1.4904 -3.4359 0.5759  -1.314
C: -1.3165 -3.3274 0.9033  -1.314
H: -1.1446 -3.1976 -2.1500  0.353
H: -0.2268 -4.5976 -1.4902  0.471
H: 0.6248 -3.2796 -2.3724  0.387
C: -0.2000 -3.5136 -1.6854  -1.341
H: -2.2693 -2.7738 0.8024  0.434
H: -1.4836 -4.3610 0.5662  0.413
H: 1.3987 -4.5305 0.4772  0.427
H: 1.5832 -3.1732 1.6393  0.392
H: -1.0195 -3.3175 1.9626  0.419
H: 2.4025 -3.1019 0.0608  0.391
C: 1.4485 -0.0551 1.0762  0.239
O: 2.5623 -0.0584 1.3807  -0.150
O: -0.7645 -0.6029 4.7782  -0.424
C: -0.5676 -0.5386 3.5769  0.311
O: -1.4806 -0.2765 2.6448  -0.586
H: 0.4607 -0.6982 3.1289  0.157

2.
A structure of composition C10H22F3Li2NO4 in a non-equilibrium geometry. Source: the Open Molecules 2025 dataset; level of theory: the ωB97M-V functional and the def2-TZVPD basis.

Results
* LUMO level: 0.083 eV
* gap between HOMO and LUMO: 8.93 eV
* HOMO energy: -8.850 eV
* energy: -1064.7197 a.u.
* energy above the lowest of the compared OMol25 structures with the same formula, charge and spin: 53.7 kJ/mol

Each line ends with the Mulliken charge.
Atoms and positions in Å:
Li: 22.3482 -13.8997 -10.9436  0.807
Li: 19.8443 -14.1742 -11.4586  0.930
O: 20.7246 -13.5806 -9.8871  -0.934
H: 20.4534 -13.0543 -9.1473  0.053
O: 21.4100 -14.7830 -12.4446  -0.964
H: 21.9384 -15.4950 -12.7878  0.093
C: 17.6980 -15.3700 -9.9390  -1.300
C: 17.1708 -14.7690 -11.2323  -0.155
N: 17.8387 -13.5917 -11.8008  0.627
C: 17.6739 -12.3949 -10.9708  -0.686
C: 16.2203 -11.8819 -10.8444  -1.128
C: 17.5504 -13.3681 -13.2251  -0.766
C: 18.0412 -14.4686 -14.1371  -1.016
H: 17.1847 -16.2877 -9.6650  0.423
H: 17.6218 -14.6554 -9.1103  0.325
H: 18.7705 -15.5905 -9.9562  0.250
H: 17.4061 -15.5757 -11.9374  -0.079
H: 16.0820 -14.6755 -11.1968  0.340
H: 18.0862 -12.6488 -9.9910  0.164
H: 18.3025 -11.5756 -11.3242  0.464
H: 16.1711 -11.2426 -9.9636  0.390
H: 16.0773 -11.2435 -11.7185  0.305
H: 15.4775 -12.6699 -10.8121  0.265
H: 18.0977 -12.4400 -13.4286  0.442
H: 16.5013 -13.0891 -13.3850  0.352
H: 17.9160 -14.1984 -15.1872  0.472
H: 17.4184 -15.3514 -13.9812  0.249
H: 19.0997 -14.6961 -14.0052  0.071
C: 18.4768 -18.3758 -13.3644  -1.304
C: 19.6992 -17.5320 -12.9908  -0.082
O: 20.8420 -18.3029 -12.6716  -0.352
C: 20.8095 -18.9256 -11.5020  0.386
O: 19.9943 -18.7137 -10.6604  -0.501
C: 22.0210 -19.8365 -11.2688  0.844
F: 23.0937 -19.4083 -11.9356  -0.248
F: 22.3049 -19.8836 -9.9963  -0.231
F: 21.7540 -21.0592 -11.7369  -0.258
H: 18.0800 -19.0104 -12.5770  0.340
H: 18.6706 -18.9787 -14.2564  0.383
H: 17.7084 -17.6875 -13.7263  0.340
H: 19.3805 -16.8366 -12.2162  0.237
H: 19.9679 -16.9425 -13.8613  0.450

3.
A structure of composition C10H22IN2NiO4P in a non-equilibrium geometry. Source: the Open Molecules 2025 dataset; level of theory: the ωB97M-V functional and the def2-TZVPD basis.

Results
* LUMO level (spin up / spin down): -7.713 / -10.452 eV
* charge: +2
* multiplicity: 3
* gap between HOMO and LUMO (spin up / spin down): 5.94 / 3.20 eV
* HOMO energy (spin up / spin down): -13.650 / -13.650 eV
* energy: -2951.1887 a.u.

Each line ends with the Mulliken charge.
Atoms and positions in Å:
C: 5.8965 -1.9020 0.7995  -0.929
C: 5.9080 -1.8213 -0.7753  -0.243
O: 4.9968 -0.8685 -1.3466  -0.118
C: 4.9850 0.3811 -0.6938  -0.481
C: 3.6749 0.5215 0.2403  -0.204
O: 2.8491 1.5882 -0.2034  -0.386
C: 1.6267 1.4978 0.6009  -0.517
C: 0.5741 0.6542 -0.2660  -0.253
O: -0.5416 1.5418 -0.5347  -0.390
C: -1.4741 1.4604 0.5460  -0.804
P: -2.9730 0.4247 -0.0242  0.142
I: -2.4166 -1.3834 1.6661  -0.206
C: -4.7154 0.5979 0.6742  -0.954
C: -5.7542 -0.3878 -0.0035  -0.179
N: -5.6752 -1.7760 0.5476  -0.469
N: -3.3716 1.8007 -1.1710  -0.484
C: -3.7627 1.3301 -2.2299  0.574
O: -4.4372 1.0150 -3.1222  -0.450
H: 6.3185 -0.9819 1.2885  0.321
H: 6.5438 -2.7638 1.0938  0.377
H: 4.8423 -2.0685 1.1314  0.297
H: 5.5742 -2.8286 -1.1543  0.323
H: 6.9612 -1.7016 -1.1795  0.331
H: 5.9321 0.6527 -0.1741  0.379
H: 4.8368 1.1587 -1.5054  0.352
H: 3.1105 -0.4484 0.2035  0.349
H: 4.0527 0.7469 1.2722  0.358
H: 1.2308 2.5111 0.8458  0.370
H: 1.8420 0.9903 1.5834  0.360
H: 1.0394 0.3083 -1.2276  0.358
H: 0.2576 -0.2542 0.3181  0.243
H: -1.0404 1.0638 1.4950  0.564
H: -1.8664 2.4953 0.7550  0.399
H: -2.7546 -0.4861 -1.0965  0.205
H: -4.7095 0.3556 1.7669  0.543
H: -5.1273 1.6322 0.5341  0.479
H: -6.8148 0.0592 0.2020  0.289
H: -5.6372 -0.4469 -1.1359  0.364
H: -5.9396 -1.6944 1.5350  0.269
H: -6.4559 -2.2828 0.1076  0.231
Ni: -7.5856 -0.6910 -1.3629  0.589

4.
A cluster of 2 separate species, C10H22IN2O4S in total. Source: the Open Molecules 2025 dataset; level of theory: the ωB97M-V functional and the def2-TZVPD basis.

Results
* LUMO level: -4.047 eV
* charge: +1
* gap between HOMO and LUMO: 7.48 eV
* HOMO energy: -11.529 eV
* energy: -1500.3295 a.u.

Each line ends with the Mulliken charge.
Atoms and positions in Å:
C: 2.4903 -1.4501 1.3896  -1.476
C: 2.0123 -1.5428 -0.0491  0.351
O: 3.1186 -1.4546 -0.9680  -0.663
C: 0.9998 -0.4461 -0.3573  0.065
O: 0.0336 -0.4748 0.6531  -0.456
C: -1.1283 0.3494 0.5070  2.146
C: -0.9340 1.6754 -0.2251  -1.285
C: 0.2160 2.6266 0.2083  0.312
C: -0.2302 4.0932 0.1766  -1.358
O: 0.8069 2.2306 1.4297  -0.453
C: -1.6551 0.4456 1.9754  -0.489
O: -1.1401 0.9621 2.9154  -0.546
N: -2.8373 -0.2687 2.0481  -0.130
C: -3.4418 -0.4180 0.7756  -1.217
I: -4.7694 1.3430 0.3984  0.054
C: -2.2378 -0.5251 -0.1585  -0.541
S: -2.8154 -0.2084 -1.8507  -0.097
H: 3.3491 -2.1063 1.5385  0.423
H: 2.7810 -0.4161 1.6014  0.285
H: 1.6945 -1.7043 2.0883  0.334
H: 1.5695 -2.5339 -0.2156  0.174
H: 3.4311 -0.5385 -0.9625  0.401
H: 1.5545 0.5038 -0.3565  0.138
H: 0.5630 -0.5764 -1.3611  0.016
H: -0.7928 1.4781 -1.2912  0.385
H: -1.9058 2.1756 -0.1522  0.439
H: 1.0041 2.5191 -0.5479  0.226
H: -1.3104 4.1943 0.2995  0.327
H: 0.0205 4.5461 -0.7847  0.357
H: 0.2701 4.6718 0.9559  0.384
H: 0.6386 2.8855 2.1194  0.310
H: -3.4285 -0.0103 2.8295  0.340
H: -4.1624 -1.2227 0.6845  0.631
H: -1.9375 -1.5734 -0.1042  0.480
H: -1.7517 -0.7157 -2.4906  0.096
N: 1.9846 -3.7067 -2.5453  -0.415
H: 2.3732 -4.6505 -2.5047  0.392
H: 1.0623 -3.6998 -2.1079  0.355
H: 2.6024 -3.0441 -2.0410  0.320
H: 1.9025 -3.4128 -3.5200  0.384

5.
A structure of composition C10H22IN4O3Pd in a non-equilibrium geometry. Source: the Open Molecules 2025 dataset; level of theory: the ωB97M-V functional and the def2-TZVPD basis.

Results
* LUMO level (spin up / spin down): -3.661 / -3.660 eV
* charge: +1
* gap between HOMO and LUMO (spin up / spin down): 7.49 / 7.49 eV
* HOMO energy (spin up / spin down): -11.147 / -11.146 eV
* energy: -1264.3338 a.u.

Each line ends with the Mulliken charge.
Atoms and positions in Å:
Pd: 0.2395 0.0593 -0.3948  0.267
C: -0.5626 1.4743 2.3945  -0.814
C: -0.9106 2.3158 1.1412  -0.631
N: -1.5197 1.4994 0.0887  -0.125
C: -2.7596 0.8007 0.4349  -0.699
C: -2.7892 -0.6313 -0.1376  -0.726
N: -1.5281 -1.3558 0.0423  0.014
C: -1.2740 -1.9923 1.3305  -0.816
C: -1.0263 -0.9719 2.4597  -0.838
N: -0.1486 0.1184 2.0373  -0.015
H: 0.2353 1.9959 2.9306  0.434
H: -1.4241 1.4435 3.0654  0.327
H: -1.5564 3.1568 1.4381  0.389
H: 0.0171 2.7256 0.7178  0.352
H: -1.6452 2.0653 -0.7498  0.248
H: -2.8504 0.7597 1.5179  0.194
H: -3.6372 1.3391 0.0583  0.503
H: -3.6218 -1.1716 0.3325  0.332
H: -2.9772 -0.5775 -1.2138  0.383
H: -1.4226 -2.0470 -0.6977  0.263
H: -2.1134 -2.6363 1.6318  0.349
H: -0.3801 -2.6151 1.2074  0.414
H: -1.9847 -0.5686 2.7864  0.331
H: -0.6029 -1.5117 3.3126  0.413
H: 0.8039 -0.0676 2.3373  0.401
C: -0.6795 -0.9590 -4.3599  -0.686
O: -0.4190 -0.9015 -2.9418  -0.248
C: 0.3241 0.1000 -2.4711  0.649
O: 0.8045 0.9887 -3.1391  -0.531
H: -1.3422 -1.8101 -4.5085  0.238
H: 0.2475 -1.1046 -4.9115  0.287
H: -1.1485 -0.0278 -4.6861  0.307
N: 4.0335 1.1111 0.6708  -0.294
C: 3.5458 -0.0107 0.1364  0.745
O: 2.4141 -0.4215 0.4047  -0.663
C: 4.3961 -0.7846 -0.8411  -0.936
I: 6.5266 -0.5225 -0.6563  0.088
H: 3.4708 1.6216 1.3336  0.212
H: 4.9620 1.4482 0.4728  0.101
H: 4.1228 -0.4873 -1.8538  0.359
H: 4.1812 -1.8467 -0.7190  0.418

6.
A structure of composition C10H22MnN2O4S in a non-equilibrium geometry. Source: the Open Molecules 2025 dataset; level of theory: the ωB97M-V functional and the def2-TZVPD basis.

Results
* LUMO level (spin up / spin down): -7.040 / -6.627 eV
* charge: +2
* multiplicity: 2
* gap between HOMO and LUMO (spin up / spin down): 8.70 / 9.46 eV
* HOMO energy (spin up / spin down): -15.739 / -16.088 eV
* energy: -2353.2628 a.u.
* energy above the lowest of the compared OMol25 structures with the same formula, charge and spin: 84.4 kJ/mol

Each line ends with the Mulliken charge.
Atoms and positions in Å:
Mn: 0.1872 0.3361 -0.4869  0.489
C: 1.6547 0.3460 1.9244  -0.627
C: 2.0710 -1.0516 1.5247  -0.482
O: 1.6019 -1.2854 0.1830  -0.323
C: 1.1477 -2.6176 -0.1053  -0.516
C: -0.0906 -2.5301 -0.9817  -0.395
O: -0.9388 -1.5786 -0.3410  -0.147
C: -2.2017 -1.2928 -0.9459  -0.451
C: -2.8640 -0.2739 -0.0330  -0.523
O: -1.9154 0.7646 0.2553  -0.299
C: -1.9066 1.2604 1.6050  -0.491
C: -0.4736 1.5826 1.9656  -0.626
O: 0.2336 0.3543 1.7626  -0.217
H: 2.1259 1.0949 1.2713  0.323
H: 1.9417 0.5483 2.9575  0.460
H: 1.6024 -1.7658 2.2022  0.389
H: 3.1547 -1.1614 1.5659  0.398
H: 0.8968 -3.1238 0.8266  0.399
H: 1.9336 -3.1722 -0.6181  0.388
H: -0.5755 -3.5059 -1.0397  0.451
H: 0.1621 -2.1869 -1.9906  0.133
H: -2.8154 -2.1930 -1.0063  0.451
H: -2.0515 -0.8829 -1.9497  0.175
H: -3.1632 -0.7585 0.8963  0.404
H: -3.7423 0.1498 -0.5196  0.389
H: -2.2743 0.4862 2.2792  0.390
H: -2.5365 2.1464 1.6851  0.397
H: -0.4075 1.9156 3.0025  0.457
H: -0.0761 2.3732 1.3123  0.325
C: -0.6464 0.2684 -6.4075  -1.051
N: -0.5160 0.7399 -5.0327  -0.132
C: 0.4423 0.3723 -4.2120  0.797
N: 1.3822 -0.4722 -4.6146  -0.351
S: 0.4951 1.0648 -2.6276  -0.392
H: -1.5779 0.6412 -6.8202  0.340
H: -0.6699 -0.8217 -6.4361  0.365
H: 0.1711 0.6320 -7.0334  0.379
H: -1.1570 1.4462 -4.7066  0.264
H: 1.4740 -0.7215 -5.5894  0.220
H: 2.1634 -0.6737 -4.0135  0.236